Entry 1:
An isolated molecule of C5H4OS2 in a non-equilibrium geometry, computed with ωB97M-V/def2-TZVPD.

```
12
Properties=species:S:1:pos:R:3:forces:R:3:nbo_charge:R:1
C 1.038448 0.278889 1.322221 2.0 -0.1 1.9 -0.671
C 0.137557 0.070089 0.156989 -0.4 -1.4 0.5 -0.044
C -0.133961 -1.107753 -0.451699 0.7 -0.2 -0.4 -0.257
C -1.053915 -0.960648 -1.667926 1.4 -0.8 -1.0 0.393
O -1.233237 -1.755973 -2.576366 0.0 1.2 1.9 -0.500
S -1.535186 0.776204 -1.777088 -0.3 0.0 0.4 0.297
C -0.697790 1.201795 -0.274156 -0.3 -0.4 -0.9 -0.333
S -0.826420 2.596495 0.503289 -0.2 0.4 0.0 0.125
H 0.500429 0.038052 2.335827 0.8 0.8 -1.9 0.251
H 1.959233 -0.473582 1.338596 -1.9 1.7 -0.3 0.237
H 1.403142 1.401986 1.317606 -0.6 -2.5 0.3 0.254
H 0.441701 -2.065555 -0.227293 -1.2 1.3 -0.4 0.247
```
Positions in Å, forces in eV/Å.

The HOMO-LUMO gap is 7.6091 eV. As for the multiplicity: 1. The structure (SMILES) is CC1=CC(=O)SC1=S. The energy above the lowest of the compared OMol25 structures with the same formula, charge and spin comes out at 1.2 kJ/mol. The LUMO energy comes out at -1.68 eV.

Entry 2:
An isolated molecule of C5H4S in a non-equilibrium geometry, computed with ωB97M-V/def2-TZVPD.

```
10
Properties=species:S:1:pos:R:3:forces:R:3:nbo_charge:R:1
C 0.016215 -1.642892 0.266275 0.7 0.0 -1.6 -0.346
C 0.705529 -2.573007 -0.260995 0.3 0.2 0.2 0.116
C -1.011911 -0.661733 0.419094 1.0 1.0 -0.4 -0.214
C -0.554689 0.332601 -0.394517 1.9 -3.1 1.4 -0.164
C 0.897782 -0.453634 -0.674296 -3.2 1.2 1.9 -0.290
S 2.277228 0.233687 0.133743 0.8 0.4 0.3 0.077
H -1.708929 -0.857960 1.189805 -1.4 0.6 0.2 0.234
H -0.835590 1.350296 -0.556619 -0.1 0.3 -0.3 0.228
H 1.165347 -0.601851 -1.668074 0.2 -0.6 -1.7 0.237
H 1.680285 0.581616 1.280102 -0.1 0.0 0.0 0.123
```
Positions in Å, forces in eV/Å.

The HOMO-LUMO gap is 9.3578 eV. As for the multiplicity: 1. The energy above the lowest of the compared OMol25 structures with the same formula, charge and spin comes out at 457.3 kJ/mol. The LUMO energy comes out at 0.41 eV.

Entry 3:
A structure of composition C5H5AgO in a non-equilibrium geometry, computed with ωB97M-V/def2-TZVPD.

```
12
Properties=species:S:1:pos:R:3:forces:R:3:lowdin_spin:R:1
C -0.183020 -0.618839 1.360609 0.6 -0.2 -0.1 0.070
C 0.609124 -1.353882 0.343656 0.2 0.3 0.5 0.068
H 0.025702 -0.632974 2.430993 0.3 -0.2 -0.4 0.008
H -1.257250 -0.534450 1.188355 0.4 0.4 -0.4 0.001
H 0.055905 -1.770868 -0.499661 0.2 0.8 -0.1 0.000
H 1.487289 -1.968306 0.545526 -0.3 0.3 0.5 0.008
C 0.911443 0.200348 0.531799 -0.8 0.8 -0.9 0.084
C 0.503087 1.146028 -0.481249 1.0 -1.9 2.2 0.295
H 1.795852 0.477450 1.112627 -0.3 -0.5 -0.2 -0.001
C -0.143051 1.676205 -1.377264 -4.1 -0.2 -2.9 0.235
O -1.055346 1.907967 -2.231213 6.4 1.3 3.3 0.221
Ag -2.749734 1.471321 -2.924180 -3.6 -0.9 -1.5 0.012
```
Positions in Å, forces in eV/Å.

The HOMO-LUMO gap (alpha / beta) is 7.9980 / 6.9815 eV. As for the multiplicity: 2. The total charge is +1. Its expectation value of S² is 0.756. The energy above the lowest of the compared OMol25 structures with the same formula, charge and spin comes out at 0.0 kJ/mol. The LUMO energy (alpha / beta) comes out at -5.39 / -6.52 eV.

Entry 4:
A structure of composition C5H5AgO4 in a non-equilibrium geometry, computed with ωB97M-V/def2-TZVPD.

```
15
Properties=species:S:1:pos:R:3:forces:R:3:nbo_charge:R:1
O -0.434297 -2.213958 -0.293791 0.1 -0.6 0.0 -0.995
C -1.372811 -1.221244 -0.324772 -0.1 -0.3 0.9 -0.130
C -0.951865 0.060913 0.397181 2.6 1.3 -1.9 0.508
O 0.299042 0.246565 0.540465 -2.5 -0.5 1.0 -0.691
C 3.255850 -0.065521 -0.347861 -0.2 -2.3 -1.9 0.335
O 3.657833 -0.151510 -1.511051 -0.5 0.1 1.6 -0.724
O 3.995637 0.794074 0.444851 0.6 1.8 0.7 -0.835
Ag 1.514336 -1.921544 0.777382 -0.1 1.4 -1.3 0.645
H -2.339617 -1.519670 0.148033 0.1 0.0 -0.1 0.111
H -1.659552 -0.906647 -1.358033 0.2 0.0 0.3 0.149
H 3.371233 1.411893 0.865735 0.1 -0.7 0.1 0.475
C -1.851042 1.213649 0.546611 -0.6 0.3 0.6 -0.503
C -2.886339 1.601044 -0.252847 0.1 -0.3 0.3 -0.580
H -1.510783 1.868782 1.368921 0.1 0.0 -0.3 0.149
H -3.087626 0.803178 -1.000817 0.1 0.0 0.0 0.086
```
Positions in Å, forces in eV/Å.

The HOMO-LUMO gap is 5.5966 eV. As for the multiplicity: 1. The total charge is -2. The energy above the lowest of the compared OMol25 structures with the same formula, charge and spin comes out at 122.1 kJ/mol. The LUMO energy comes out at 5.82 eV.

Entry 5:
A structure of composition C5H5AlO6 in a non-equilibrium geometry, computed with ωB97M-V/def2-TZVPD.

```
17
Properties=species:S:1:pos:R:3:forces:R:3:lowdin_spin:R:1
O -1.542915 0.588794 -0.223840 2.9 5.6 -0.5 0.193
C 1.085954 3.938597 0.301714 3.6 5.3 3.0 0.000
C -1.819726 -0.550273 -0.569877 -1.1 -5.7 1.0 0.542
O 1.668327 4.754153 0.851941 -1.6 -2.0 -1.1 0.000
O 0.544090 3.119494 -0.333526 -1.9 -1.8 -1.7 0.004
C -2.225123 -1.641179 0.289393 -0.4 2.1 -2.5 0.127
Al -0.035486 1.610078 -0.860017 -2.5 -2.4 1.1 0.029
H -2.741531 -2.459696 -0.220796 0.3 -0.1 0.5 0.004
H -2.293889 -1.419318 1.357499 0.4 -0.5 0.2 0.024
C -0.450638 -1.730030 -0.648955 0.7 -0.7 -0.2 0.037
O 0.598596 -1.535997 0.311592 -0.2 0.5 -0.1 0.005
C 1.378872 -0.499231 0.277663 1.3 -3.7 3.3 0.001
O 1.183176 0.502365 -0.410370 0.0 2.7 -2.1 0.005
O 2.369495 -0.623662 1.103743 -1.3 0.3 -1.1 0.000
H -0.067578 -1.441741 -1.637080 -0.4 0.3 -0.1 0.023
H -0.523244 -2.813941 -0.767884 -0.4 0.0 0.3 0.004
H 2.871615 0.201593 1.178805 0.7 0.1 0.1 0.000
```
Positions in Å, forces in eV/Å.

The HOMO-LUMO gap (alpha / beta) is 6.6046 / 8.1950 eV. As for the multiplicity: 2. The total charge is +3. Its expectation value of S² is 0.754. The LUMO energy (alpha / beta) comes out at -15.37 / -15.61 eV.

Entry 6:
An isolated molecule of C5H5BClF3N2O2 in a non-equilibrium geometry, computed with ωB97M-V/def2-TZVPD.

```
19
Properties=species:S:1:pos:R:3:forces:R:3:nbo_charge:R:1
C -2.352936 0.842579 -0.989349 0.5 0.5 3.9 -0.390
N -1.326266 0.363398 -0.018089 -0.1 0.3 -0.5 -0.115
N -1.769361 0.141982 1.226831 0.8 -0.3 0.6 -0.287
C -0.729399 -0.398848 1.911197 -0.7 0.4 -2.7 0.099
Cl -1.025665 -0.798487 3.491590 0.0 -0.4 1.5 0.085
C 0.410461 -0.628304 1.101067 -2.0 1.7 -1.7 -0.491
B 1.691542 -1.443773 1.387785 1.2 -0.5 -1.5 1.111
O 1.938616 -1.885609 2.648046 -2.6 3.3 -0.4 -0.879
O 2.522849 -1.756535 0.271852 -0.1 -1.8 1.8 -0.896
C -0.077216 -0.045020 -0.171376 3.1 -1.9 1.7 0.093
C 0.981965 0.324986 -1.218753 -0.2 -0.2 -0.9 0.974
F 1.860481 1.097433 -0.566622 0.3 0.0 -0.4 -0.310
F 1.688452 -0.664212 -1.854629 -1.2 0.8 1.0 -0.309
F 0.474490 1.050180 -2.240696 -0.3 0.2 0.3 -0.332
H -2.725550 0.015590 -1.465289 -1.6 -2.1 -0.7 0.211
H -3.009870 1.413675 -0.313893 -0.3 -0.6 -0.7 0.238
H -2.023178 1.456321 -1.732786 1.6 1.8 -1.7 0.219
H 2.395917 -2.637996 2.823788 2.3 -3.2 0.6 0.491
H 3.027300 -2.618183 0.411846 -0.8 1.9 -0.2 0.489
```
Positions in Å, forces in eV/Å.

The HOMO-LUMO gap is 9.8015 eV. As for the multiplicity: 1. The structure (SMILES) is Cn1nc(Cl)c(B(O)O)c1C(F)(F)F. The LUMO energy comes out at 0.30 eV.

Entry 7:
An isolated molecule of C5H5Br in a non-equilibrium geometry, computed with ωB97M-V/def2-TZVPD.

```
11
Properties=species:S:1:pos:R:3:forces:R:3:nbo_charge:R:1
C -1.352177 -2.031497 0.011950 1.2 2.1 0.7 -0.316
C -1.237731 -0.770199 0.084420 1.7 -1.8 1.2 0.000
C -0.770990 0.623963 0.181146 -3.2 0.4 -4.2 -0.519
C 0.652085 0.787823 -0.033294 2.0 1.2 0.1 -0.222
C 1.597736 -0.097423 0.222204 0.6 -1.2 -0.8 -0.240
Br 3.482588 0.210631 0.082197 -0.6 0.3 -0.1 0.041
H -2.278659 -1.655134 -0.428347 -2.3 -0.2 -1.2 0.282
H -1.190850 1.099094 -0.858537 0.5 -0.9 2.2 0.249
H -1.260211 1.251358 0.915427 0.3 -0.1 0.6 0.260
H 0.895691 1.771872 -0.474849 0.3 -0.5 0.8 0.228
H 1.462522 -1.190492 0.297686 -0.4 0.9 0.6 0.239
```
Positions in Å, forces in eV/Å.

The HOMO-LUMO gap is 10.1599 eV. As for the multiplicity: 1. The structure (SMILES) is C#CC/C=C/Br. The energy above the lowest of the compared OMol25 structures with the same formula, charge and spin comes out at 286.6 kJ/mol. The LUMO energy comes out at 0.51 eV.

Entry 8:
A structure of composition C5H5Br15 in a non-equilibrium geometry, computed with ωB97M-V/def2-TZVPD.

```
25
Properties=species:S:1:pos:R:3:forces:R:3:nbo_charge:R:1
C 1.737521 3.731315 3.065949 0.6 2.1 0.9 -0.559
Br 1.294554 5.122885 1.808486 -0.3 0.2 -0.4 0.074
Br 2.781995 2.438334 2.253645 0.7 -1.2 -0.5 0.140
Br 0.199222 3.080309 3.954310 -0.4 -0.3 0.2 0.110
H 2.362626 4.304290 3.786533 -0.6 -0.9 -0.3 0.242
C -0.906249 0.866969 0.728964 1.1 1.5 1.3 -0.574
Br -2.441824 1.773196 1.338747 -1.1 0.4 0.2 0.108
Br -0.026059 1.890953 -0.593978 0.5 0.5 -0.9 0.093
Br -1.239395 -0.859998 0.194386 -0.2 -1.7 -0.3 0.127
H -0.216943 0.942922 1.581304 -0.2 -0.7 -0.3 0.242
C -3.838626 -1.744326 -2.211051 -1.9 1.6 -0.9 -0.518
Br -5.018601 -0.246455 -1.776133 0.2 0.0 0.4 0.051
Br -4.058506 -2.053187 -4.046315 0.2 -0.5 -1.1 0.111
Br -4.079875 -3.192917 -1.156822 -0.6 -2.2 1.5 0.143
H -2.885199 -1.435537 -2.007635 2.3 1.1 0.0 0.209
C 1.088254 -0.767111 -3.285810 -1.2 1.1 -2.0 -0.491
Br 1.013282 -2.450558 -2.623605 -0.2 -2.0 0.4 0.165
Br -0.673856 -0.005944 -3.899201 0.6 -0.7 -0.4 0.021
Br 2.615724 -0.353911 -4.325723 0.2 -0.1 -0.8 0.110
H 1.167222 -0.093626 -2.541911 0.5 1.7 2.8 0.194
C 2.061809 -2.239223 1.927781 2.0 1.1 -0.4 -0.464
Br 3.042203 -1.149536 0.527578 -0.8 -0.5 0.8 0.023
Br 1.902443 -1.247644 3.535019 -0.2 0.3 0.2 0.113
Br 3.004719 -3.844386 2.207419 0.3 -0.7 0.0 0.119
H 1.113548 -2.466819 1.558064 -1.3 -0.1 -0.7 0.211
```
Positions in Å, forces in eV/Å.

The HOMO-LUMO gap is 9.7384 eV. As for the multiplicity: 1. The energy above the lowest of the compared OMol25 structures with the same formula, charge and spin comes out at 89.6 kJ/mol. The LUMO energy comes out at -0.32 eV.

Entry 9:
An isolated molecule of C5H5Br2NO in a non-equilibrium geometry, computed with ωB97M-V/def2-TZVPD.

```
14
Properties=species:S:1:pos:R:3:forces:R:3:nbo_charge:R:1
C -1.549227 3.136876 -0.815937 3.2 -0.6 1.6 -0.280
C -2.094986 1.966734 -0.849275 -0.1 -0.7 0.5 -0.246
C 0.472390 2.175870 0.057224 -2.1 4.0 -0.9 0.867
C -1.346550 0.692407 -0.430592 -2.7 -1.2 -0.2 -0.237
C 0.968832 -0.098848 0.290834 -2.6 1.9 1.5 -0.390
N -0.003969 1.001194 -0.041922 1.0 -2.4 0.3 -0.466
O 1.414811 2.785442 0.392255 0.1 -0.3 -0.1 -0.505
Br -1.955059 4.910341 -1.107251 -0.2 -0.4 -0.2 0.142
Br -3.794541 1.486604 -1.527016 -0.7 0.1 -0.2 0.010
H -1.875073 0.103594 0.482862 1.0 1.5 -2.1 0.220
H -1.548791 0.062922 -1.398118 1.4 0.5 1.9 0.237
H 0.384262 -0.844205 0.736256 -0.5 -1.7 0.0 0.215
H 1.508965 -0.248404 -0.534870 1.6 -1.7 -3.5 0.210
H 1.702562 0.154893 0.993078 0.7 1.2 1.4 0.223
```
Positions in Å, forces in eV/Å.

The HOMO-LUMO gap (alpha / beta) is 8.5677 / 8.5691 eV. As for the multiplicity: 1. The energy above the lowest of the compared OMol25 structures with the same formula, charge and spin comes out at 220.9 kJ/mol. The LUMO energy (alpha / beta) comes out at 0.37 / 0.37 eV.

Entry 10:
A structure of composition C5H5Br2NO4S in a non-equilibrium geometry, computed with ωB97M-V/def2-TZVPD.

```
18
Properties=species:S:1:pos:R:3:forces:R:3:nbo_charge:R:1
C 0.741678 -0.519052 -0.128896 -1.6 1.7 -0.7 0.278
C 0.031777 1.311412 -1.720584 -1.0 -2.4 2.2 -0.619
C -1.019296 0.825272 0.998826 2.5 0.0 -0.3 -0.682
C 0.027447 -0.255606 0.936613 -0.1 -0.1 0.0 -0.092
C 1.617433 -1.434316 -0.755798 2.6 1.1 -1.8 -0.754
N 0.090889 -1.149939 2.162327 0.0 -0.2 -0.1 0.529
O -0.714659 -0.965243 3.047929 -0.3 0.5 -0.2 -0.365
O 0.928973 -2.023085 2.205309 0.4 0.0 -0.5 -0.377
O -2.159570 2.488841 -0.523537 -0.1 0.0 -1.0 -0.917
O -2.335326 0.047893 -1.053593 -0.2 -0.6 -1.2 -0.917
S -1.568477 1.191839 -0.703294 0.7 0.7 1.8 2.136
Br 0.207038 0.446744 -3.373113 -0.3 0.5 0.4 0.209
Br 0.822517 2.915185 -1.332573 0.7 0.6 -0.2 0.219
H -1.862787 0.312912 1.438940 -0.6 0.8 0.5 0.290
H -0.532625 1.715259 1.507239 -1.4 -0.8 -0.5 0.266
H 2.667506 -0.987351 -0.541345 -1.3 -0.9 -0.8 0.261
H 1.463056 -1.553385 -1.914919 0.2 0.3 2.2 0.261
H 1.594428 -2.367381 -0.249532 -0.1 -1.1 0.3 0.274
```
Positions in Å, forces in eV/Å.

The HOMO-LUMO gap (alpha / beta) is 7.9737 / 7.7844 eV. As for the multiplicity: 1. The LUMO energy (alpha / beta) comes out at -1.36 / -1.67 eV.

Entry 11:
An isolated molecule of C5H5BrF2 in a non-equilibrium geometry, computed with ωB97M-V/def2-TZVPD.

```
13
Properties=species:S:1:pos:R:3:forces:R:3:nbo_charge:R:1
C -0.563391 -0.485554 2.153871 -0.3 1.3 4.5 -0.431
C -0.463917 -0.786652 0.920635 0.3 4.4 -5.1 -0.126
C -0.233044 0.569877 -0.378879 -1.5 -2.5 3.9 -0.169
Br -1.207076 2.173045 0.082037 0.6 -0.7 -0.4 0.074
C 1.185234 0.557318 -0.876036 -1.2 -2.1 -0.2 -0.498
C 0.059485 0.123984 -1.740075 -1.0 -0.1 -0.8 0.641
F -0.000364 -1.228971 -1.902332 -0.1 0.3 -0.5 -0.334
F -0.447083 0.737492 -2.851681 0.8 -0.4 1.1 -0.310
H -0.572058 -1.391149 2.736797 -0.2 -0.2 0.7 0.208
H -0.627527 0.460072 2.851079 0.2 -1.6 -2.3 0.239
H -0.464431 -1.764055 0.528978 0.1 -0.8 -0.6 0.212
H 1.724094 1.428201 -0.967884 1.2 1.7 -0.4 0.245
H 1.610078 -0.393609 -0.556511 0.9 0.7 0.2 0.248
```
Positions in Å, forces in eV/Å.

The HOMO-LUMO gap is 10.7068 eV. As for the multiplicity: 1. The structure (SMILES) is C=C[C@@]1(Br)CC1(F)F. The energy above the lowest of the compared OMol25 structures with the same formula, charge and spin comes out at 189.6 kJ/mol. The LUMO energy comes out at 0.69 eV.

Entry 12:
An isolated molecule of C5H5BrN4S in a non-equilibrium geometry, computed with ωB97M-V/def2-TZVPD.

```
16
Properties=species:S:1:pos:R:3:forces:R:3:lowdin_spin:R:1
C 0.521836 -1.922033 1.509914 0.1 0.9 -2.1 0.010
C 0.449366 -1.282278 0.140632 1.1 0.5 1.1 0.060
C -0.826782 -1.739396 -0.540727 -0.9 1.5 -0.9 0.019
C 0.344731 1.890516 1.437450 2.0 1.2 1.7 0.223
C -0.249409 1.681186 -0.986781 -0.7 1.0 -3.3 0.585
N 0.430718 -2.514949 2.477954 0.0 -0.4 1.0 0.004
N 0.649530 0.178825 0.125923 -2.0 -2.9 -1.8 0.631
N 0.881442 0.759981 1.190611 1.8 -1.4 3.0 0.145
N -1.456880 -1.127097 -1.464286 0.2 -1.7 0.5 -0.003
S -0.713353 2.612573 0.438351 -1.7 1.4 -2.9 0.194
Br 1.200748 2.367485 -2.344638 -1.4 -0.2 1.4 0.092
H 1.209751 -1.657136 -0.520213 0.8 -0.6 0.0 0.013
H -1.168693 -2.693305 -0.140019 -0.3 0.1 -0.2 0.002
H 0.799312 2.501043 2.209525 -0.4 -0.3 0.5 0.008
H -1.043752 1.234874 -1.684335 1.2 1.4 1.6 0.017
H -1.028564 -0.290290 -1.849362 0.3 -0.4 0.6 -0.001
```
Positions in Å, forces in eV/Å.

The HOMO-LUMO gap (alpha / beta) is 7.0004 / 7.4015 eV. As for the multiplicity: 3. Its expectation value of S² is 2.022. The LUMO energy (alpha / beta) comes out at -0.19 / -2.40 eV.